C4H14NO2 | ωB97M-V/def2-TZVPD

```
21
C4H14NO2, DFT ωB97M-V/def2-TZVPD
C 0.0427 -2.4556 1.0639
C -0.0691 -1.5807 -0.1950
C -1.0651 -0.4170 -0.0755
C -0.7492 2.0062 -0.0901
N -0.3548 0.8409 0.1833
H 1.0598 -2.7474 1.2996
H -0.5350 -3.3645 0.9713
H -0.2865 -1.8799 1.9295
H -0.2737 -2.1590 -1.0946
H 0.9135 -1.1425 -0.4087
H -1.7256 -0.5818 0.7756
H -1.6846 -0.2838 -0.9654
H -1.7276 2.2702 -0.4812
H -0.0676 2.8227 0.0889
H 0.5910 0.7475 0.5745
H 1.5852 1.6004 2.5641
H 2.8812 1.4725 1.7696
O 1.9268 1.2951 1.7060
H -0.8952 1.2125 -3.4275
H 0.5629 0.9347 -3.3335
O -0.1293 1.4094 -2.8548
```

Results
Charge ... +1
Relative energy (zero: lowest compared OMol25 entry of this formula, charge and spin) ... 30.2 kcal/mol
Highest occupied orbital energy ... -15.4 eV
Energy ... -9953.450 eV

Here are the natural (NBO) charges for atoms 1 to 8, given in e:
1. C -0.61
2. C -0.42
3. C -0.24
4. C 0.14
5. N -0.39
6. H 0.23
7. H 0.23
8. H 0.20

***

CH2BrClO | ωB97M-V/def2-TZVPD

```
6
CH2BrClO, DFT ωB97M-V/def2-TZVPD
C 0.3627 0.0322 0.2996
O 0.6252 2.3928 -0.9332
Cl 1.6504 0.3602 1.2925
Br 1.9836 2.8441 -0.1381
H -0.6935 0.3616 0.5280
H 0.3056 -0.6370 -0.5991
```

Results
Charge ... 0
Relative energy (zero: lowest compared OMol25 entry of this formula, charge and spin) ... 116.7 kcal/mol
Highest occupied orbital energy (alpha / beta) ... -8.6 / -8.6 eV
Energy ... -85676.234 eV

Quick look at the natural (NBO) charges, all values in e:
1. C -0.32
2. O -0.82
3. Cl 0.23
4. Br 0.46
5. H 0.23
6. H 0.23

***

C4H8O2 | ωB97M-V/def2-TZVPD

```
14
C4H8O2, DFT ωB97M-V/def2-TZVPD
C 1.0595 0.8778 0.8196
C -0.1152 0.5071 -0.0419
C -1.1992 -0.1497 0.3812
O -0.2695 -2.5799 -0.1082
C -0.0950 0.9302 -1.4633
O 0.7707 1.6185 -1.9549
H 1.9520 1.0277 0.2061
H 1.2727 0.1140 1.5756
H 0.8551 1.8178 1.3398
H 0.1921 -1.7775 -0.3830
H -1.3170 -0.4779 1.4113
H -2.0049 -0.4147 -0.2979
H -0.1492 -2.5733 0.8489
H -0.9536 0.5639 -2.0657
```

Results
Charge ... 0
Relative energy (zero: lowest compared OMol25 entry of this formula, charge and spin) ... 38.9 kcal/mol
Highest occupied orbital energy ... -10.1 eV
Energy ... -8371.594 eV

Here are the natural (NBO) charges for atoms 1 to 8, given in e:
1. C -0.65
2. C -0.17
3. C -0.29
4. O -0.92
5. C 0.40
6. O -0.52
7. H 0.24
8. H 0.21

***

C7H17N | ωB97M-V/def2-TZVPD

```
25
C7H17N, DFT ωB97M-V/def2-TZVPD
C -1.2608 0.8753 1.2733
C -1.5895 0.5975 -0.1500
C -2.7064 -0.3621 -0.4768
C -0.6138 -0.4074 1.7519
N 0.1208 -0.9172 0.6078
C 1.4826 -0.8016 0.7081
C 2.2953 0.0590 1.3505
C 2.1771 0.0712 -2.4193
H -2.2402 1.1961 1.6856
H -0.7202 1.7881 1.5268
H -0.4250 -0.2033 -0.4022
H -1.7841 1.5106 -0.7158
H -3.6700 0.0655 -0.2013
H -2.5886 -1.3324 -0.0027
H -2.7657 -0.5204 -1.5528
H -1.3643 -1.0916 2.1528
H 0.0206 -0.2341 2.6289
H 2.6071 0.3598 -3.3752
H 1.9486 -1.4943 0.0007
H 3.3699 -0.0285 1.3803
H -0.3691 0.1881 -1.5900
H 1.8761 0.8179 2.0011
H 1.0869 -0.0267 -2.4222
H 2.6704 -0.8630 -2.1470
H 2.4425 0.7532 -1.6124
```

Results
Charge ... 0
Relative energy (zero: lowest compared OMol25 entry of this formula, charge and spin) ... 162.6 kcal/mol
Highest occupied orbital energy ... -7.2 eV
Energy ... -9018.174 eV

Here are the natural (NBO) charges for atoms 1 to 8, given in e:
1. C -0.48
2. C -0.12
3. C -0.66
4. C -0.24
5. N -0.71
6. C 0.03
7. C -0.55
8. C -0.84

***

C26H33N4O3Rh | ωB97M-V/def2-TZVPD

```
67
C26H33N4O3Rh, DFT ωB97M-V/def2-TZVPD
Rh -0.0592 -0.1691 0.0047
C 2.0857 -2.2608 -2.4733
C 0.5440 -2.2419 -2.4691
C -0.0852 -0.9967 -3.0845
N 0.0060 0.1412 -2.1816
C -0.3905 1.3182 -2.5829
C -0.9214 1.5600 -3.8876
C -0.9619 2.7251 -4.6170
C -0.4879 3.9965 -4.2920
C -0.0434 4.3955 -3.0477
C -0.0552 3.7171 -1.8329
C -0.4161 2.3808 -1.5360
N -0.6882 1.9443 -0.3189
C -0.7771 2.8976 0.7673
C -1.5487 2.2960 1.9415
C -0.7497 1.3261 2.8377
N 0.2932 0.6443 2.0981
C 1.5207 0.6236 2.4630
C 2.0517 1.3854 3.5927
C 3.1079 1.1100 4.3972
C 4.0055 0.0172 4.3351
C 4.1904 -0.8524 3.2720
C 3.5997 -0.8290 2.0223
C 2.4658 -0.0942 1.5467
N 2.1113 -0.0830 0.2953
C 3.0119 -0.5728 -0.7369
C 2.7818 -2.0521 -1.1199
H 2.4526 -1.4980 -3.1678
H 2.4191 -3.2172 -2.8786
H 0.1714 -2.3512 -1.4448
H 0.1695 -3.1138 -3.0078
H -1.1377 -1.2063 -3.3078
H 0.4021 -0.7630 -4.0397
H -1.2938 0.6741 -4.3856
H -1.3793 2.6263 -5.6143
H -0.4896 4.7387 -5.0804
H 0.3128 5.4195 -2.9895
H 0.2517 4.3015 -0.9750
H -1.2965 3.8002 0.4297
H 0.2216 3.2182 1.1055
H -2.4313 1.7956 1.5356
H -1.9162 3.1045 2.5763
H -1.4158 0.5429 3.2064
H -0.3765 1.8485 3.7167
H 1.4956 2.2800 3.8365
H 3.2631 1.8012 5.2179
H 4.6587 -0.1164 5.1882
H 4.9553 -1.6079 3.4067
H 4.0045 -1.5350 1.3100
H 4.0479 -0.4116 -0.4338
H 2.8323 0.0513 -1.6125
H 2.2147 -2.5502 -0.3273
H 3.7601 -2.5364 -1.1556
C -3.8892 -1.5606 1.3951
C -2.8499 -1.9219 0.3471
C -3.4097 -2.8599 -0.7056
O -2.4226 -0.7286 -0.3425
C -1.6543 -2.5968 1.0629
O -1.8385 -3.7127 1.5218
O -0.5525 -1.9303 1.1245
H -4.7581 -1.0912 0.9267
H -3.4675 -0.8747 2.1378
H -4.2073 -2.4625 1.9151
H -4.3118 -2.4346 -1.1503
H -3.6387 -3.8203 -0.2484
H -2.6732 -3.0184 -1.4964
H -2.7264 0.0578 0.1250
```

Results
Charge ... 0
Multiplicity ... 5
Relative energy (zero: lowest compared OMol25 entry of this formula, charge and spin) ... 0.0 kcal/mol
Highest occupied orbital energy (alpha / beta) ... -6.5 / -6.7 eV
Energy ... -42605.061 eV

Here are the natural (NBO) charges for atoms 1 to 8, given in e:
1. Rh 1.25
2. C -0.40
3. C -0.40
4. C -0.24
5. N -0.58
6. C 0.24
7. C -0.34
8. C -0.13

***

CH6O6P | ωB97M-V/def2-TZVPD

```
14
CH6O6P, DFT ωB97M-V/def2-TZVPD
C 0.7801 1.9552 0.5265
O -0.0808 1.3048 -0.0385
O 0.9609 3.2231 0.3481
O -1.7947 -1.0261 0.1803
O -0.1767 -2.8516 -0.3315
O -0.0648 -0.7933 -1.7144
O 0.7053 -0.8710 0.7604
P -0.3394 -1.3170 -0.2830
H 1.4840 1.5297 1.2456
H 1.1604 -1.5814 1.2254
H 0.3396 3.6222 -0.2895
H -1.9978 -0.1299 0.4596
H -0.6718 -3.3540 -0.9829
H -0.0784 0.1633 -1.8123
```

Results
Charge ... +1
Relative energy (zero: lowest compared OMol25 entry of this formula, charge and spin) ... 0.0 kcal/mol
Highest occupied orbital energy ... -15.6 eV
Energy ... -22704.818 eV

Here are the natural (NBO) charges for atoms 1 to 8, given in e:
1. C 0.70
2. O -0.73
3. O -0.62
4. O -0.96
5. O -0.97
6. O -0.96
7. O -0.98
8. P 2.63

***

C67H133BN7O17V | ωB97M-V/def2-TZVPD

```
226
C67H133BN7O17V, DFT ωB97M-V/def2-TZVPD
O -26.8754 -24.3821 12.6299
V -25.3029 -24.3004 12.7451
O -24.8436 -25.1285 14.0262
O -27.6539 -20.0406 13.2641
C -26.5206 -19.8392 13.6722
O -25.8872 -18.7428 13.4991
B -24.4521 -19.0064 13.8900
O -24.3755 -20.3316 14.4369
C -25.5831 -20.9176 14.2178
O -25.9761 -22.0501 14.5269
O -24.0273 -17.9978 14.8214
C -23.0362 -17.2347 14.2848
O -22.5248 -16.1542 14.6264
C -22.6252 -17.9904 13.0640
O -23.4467 -18.8697 12.7648
O -21.6564 -17.6441 12.3784
C -27.9236 -16.8546 8.2089
C -28.4744 -17.3297 9.5768
C -30.1132 -17.2358 9.6048
C -30.7990 -18.3111 8.7267
C -30.3517 -19.6653 9.0819
C -28.8264 -19.9213 9.0871
N -28.1545 -18.7853 9.8273
O -26.9543 -19.1066 10.4212
C -28.5976 -21.2776 9.7373
C -28.3643 -19.8803 7.5820
C -28.0252 -16.3760 10.6313
H -28.7995 -17.0474 7.5896
H -27.0011 -17.3163 7.8569
H -27.9711 -15.7776 8.0475
H -30.4988 -17.5041 10.5884
H -30.4632 -16.2472 9.3076
H -30.6521 -18.0535 7.6778
H -31.8637 -18.1320 8.8768
H -30.8380 -20.3450 8.3822
H -30.6395 -19.8094 10.1233
H -28.8628 -21.4185 10.7851
H -29.2214 -22.1030 9.3942
H -27.5876 -21.6776 9.6486
H -28.5850 -20.8523 7.1409
H -28.9216 -19.1537 6.9907
H -27.2866 -19.9328 7.4275
H -28.3519 -15.3570 10.4236
H -26.9746 -16.1419 10.8030
H -28.4900 -16.7983 11.5223
H -27.1752 -19.0435 11.3533
C -22.1445 -19.9308 17.8698
C -20.8261 -20.7300 17.7542
C -20.5902 -21.5938 19.0130
C -21.4304 -22.9222 19.0631
C -20.8526 -23.6901 17.7551
C -21.2603 -22.8793 16.4249
N -20.6553 -21.5723 16.5311
O -20.7148 -20.9772 15.3028
C -20.5478 -23.6808 15.3575
C -22.8537 -22.9060 16.1993
C -19.6684 -19.7001 17.6986
H -22.1178 -19.1925 18.6712
H -22.9639 -20.6368 18.0050
H -22.3126 -19.2576 17.0292
H -19.5338 -21.8362 18.8973
H -20.6842 -21.0700 19.9643
H -22.4844 -22.6458 19.0935
H -21.1164 -23.4631 19.9558
H -21.3377 -24.6657 17.7225
H -19.7903 -23.9310 17.7941
H -19.5807 -24.1507 15.5369
H -21.1706 -24.5243 15.0598
H -20.4565 -23.2264 14.3710
H -23.4413 -22.2711 16.8625
H -23.0979 -22.7277 15.1521
H -23.2810 -23.9077 16.2439
H -19.7932 -19.0935 16.8016
H -18.7697 -20.3164 17.7202
H -19.8182 -18.9173 18.4422
H -21.6703 -21.0384 15.2328
C -29.4389 -19.7415 20.5953
C -27.9546 -19.5236 20.4495
C -27.2870 -20.9269 20.2947
C -25.8344 -20.9097 19.7187
C -25.8663 -19.9899 18.5009
C -26.3779 -18.5748 18.6636
N -27.8068 -18.7143 19.1797
O -28.3744 -17.4287 19.3441
C -25.4082 -17.6610 19.4523
C -26.5138 -17.9745 17.2187
C -27.3581 -18.8856 21.7390
H -29.8466 -20.2904 19.7464
H -29.7943 -18.7168 20.7036
H -29.7721 -20.3625 21.4268
H -27.1765 -21.4518 21.2436
H -27.9863 -21.5932 19.7896
H -25.5006 -21.9206 19.4847
H -25.1490 -20.4232 20.4126
H -26.4760 -20.4692 17.7350
H -24.8492 -19.8110 18.1523
H -25.8042 -16.7429 19.8863
H -24.9795 -18.2201 20.2841
H -24.5470 -17.4969 18.8046
H -27.0738 -17.0395 17.2361
H -25.5100 -17.8317 16.8185
H -27.1271 -18.5825 16.5536
H -26.4225 -19.3684 22.0210
H -27.9878 -19.0333 22.6164
H -27.2420 -17.8045 21.6617
H -28.5843 -17.1508 18.4495
C -18.2729 -22.6503 11.6452
C -17.6502 -21.6010 12.6059
C -16.1844 -21.5311 12.1865
C -15.2406 -20.4435 12.7322
C -15.9363 -19.1621 12.2219
C -17.4326 -19.0618 12.7643
N -18.2280 -20.2795 12.4280
O -19.5021 -20.1920 12.6844
C -17.3593 -18.8934 14.3092
C -17.9846 -17.7912 12.2005
C -17.6499 -22.1107 14.0725
H -17.9852 -23.6827 11.8437
H -18.0058 -22.4389 10.6098
H -19.3516 -22.7814 11.7301
H -15.6732 -22.4619 12.4324
H -16.0621 -21.4764 11.1047
H -14.2056 -20.5329 12.4024
H -15.2190 -20.3827 13.8203
H -15.8888 -19.0802 11.1360
H -15.3399 -18.3015 12.5248
H -16.3907 -18.8629 14.8081
H -17.7383 -17.9109 14.5908
H -17.9486 -19.6147 14.8754
H -18.1135 -17.9810 11.1349
H -18.9008 -17.4374 12.6732
H -17.1411 -17.1012 12.1779
H -17.3747 -23.1634 14.0075
H -18.6094 -21.9874 14.5748
H -16.8158 -21.8135 14.7081
H -19.4699 -20.1303 13.6419
C -18.5903 -15.6233 16.2234
C -19.4641 -14.2941 16.3095
C -18.6077 -13.1231 16.8219
C -18.8639 -11.6679 16.3796
C -20.2695 -11.4429 15.9250
C -20.5755 -12.5029 14.7530
N -19.8697 -13.8274 14.9580
O -19.9778 -14.8321 14.0525
C -22.0153 -12.6409 14.4955
C -19.9542 -11.9314 13.4634
C -20.6443 -14.5329 17.2706
H -17.5637 -15.5260 15.8703
H -19.1366 -16.3915 15.6761
H -18.5263 -16.0126 17.2395
H -18.7509 -13.0663 17.9010
H -17.5748 -13.3601 16.5669
H -18.1236 -11.2222 15.7152
H -18.6265 -11.0443 17.2415
H -20.1468 -10.4451 15.5037
H -20.8480 -11.5525 16.8423
H -22.5868 -13.2206 15.2204
H -22.6334 -11.8816 14.0162
H -22.0551 -13.4580 13.7751
H -20.3200 -10.9252 13.2588
H -18.8713 -11.8082 13.4723
H -20.2635 -12.2129 12.4568
H -21.4295 -15.2305 16.9791
H -21.1370 -13.5619 17.3210
H -20.2287 -14.7657 18.2510
H -20.8690 -15.1320 14.2456
C -24.2634 -17.5620 9.3646
C -23.6635 -16.1486 9.1517
C -24.1624 -15.3208 10.3339
C -23.2746 -14.0845 10.6106
C -21.8298 -14.3773 10.6085
C -21.3560 -15.0508 9.3821
N -22.1782 -16.2812 9.1577
O -21.7038 -17.1300 8.1851
C -21.2330 -14.1443 8.1219
C -19.9277 -15.5692 9.7213
C -24.0685 -15.3728 7.8012
H -24.2284 -18.0489 10.3392
H -23.8548 -18.2335 8.6094
H -25.3041 -17.5156 9.0438
H -25.1567 -14.9331 10.1124
H -24.4142 -16.0344 11.1185
H -23.5424 -13.5701 11.5336
H -23.5827 -13.3771 9.8407
H -21.6068 -14.9096 11.5332
H -21.3036 -13.4307 10.7318
H -20.3488 -13.5122 8.2039
H -21.1809 -14.7175 7.1962
H -21.9656 -13.3415 8.0385
H -19.2674 -14.7025 9.6918
H -19.9419 -15.9877 10.7277
H -19.4696 -16.2782 9.0317
H -23.9446 -14.2905 7.8383
H -25.0982 -15.6506 7.5760
H -23.4613 -15.7250 6.9673
H -21.9108 -16.5086 7.4833
C -31.9663 -22.5902 13.4938
C -31.8540 -21.7064 14.7295
C -31.3233 -20.2964 14.1693
C -31.3082 -19.1906 15.1937
C -32.7403 -18.9937 15.6644
C -33.4472 -20.2752 16.2088
N -33.1770 -21.5225 15.3052
O -33.7995 -22.6324 15.7029
C -32.8938 -20.5112 17.5970
C -34.9643 -19.9796 16.3402
C -30.8022 -22.3346 15.7141
H -31.0174 -22.9320 13.0806
H -32.2162 -22.0848 12.5610
H -32.6468 -23.4331 13.6141
H -30.3174 -20.4144 13.7663
H -31.8050 -19.9277 13.2637
H -30.9273 -18.3153 14.6676
H -30.5225 -19.4472 15.9043
H -33.3682 -18.4958 14.9256
H -32.5891 -18.2784 16.4729
H -31.8623 -20.1633 17.6518
H -33.4956 -20.0948 18.4047
H -33.0974 -21.5246 17.9429
H -35.4550 -20.7939 16.8734
H -35.2580 -19.0640 16.8535
H -35.3554 -20.0494 15.3252
H -30.0104 -22.7740 15.1073
H -31.3222 -23.0406 16.3615
H -30.2337 -21.6549 16.3489
H -34.2967 -22.8877 14.9224
```

Results
Charge ... -1
Multiplicity ... 2
Highest occupied orbital energy (alpha / beta) ... -5.7 / -5.7 eV
Energy ... -143228.432 eV

Here are the Mulliken charges for atoms 1 to 8, given in e:
1. O -0.74
2. V 1.41
3. O -0.76
4. O -0.84
5. C 0.79
6. O -1.04
7. B 1.15
8. O 0.22

***

C19H43N3O17S | ωB97M-V/def2-TZVPD

```
83
C19H43N3O17S, DFT ωB97M-V/def2-TZVPD
N -2.5640 2.4359 2.2479
H -2.2526 3.3695 2.4748
H -3.3015 2.2977 2.9240
H -1.7259 1.9012 2.4265
H -2.9489 2.3603 1.3172
N 1.2767 2.4567 3.8781
H 1.0201 1.6313 3.3557
H 1.0055 2.2476 4.8282
H 0.7236 3.2368 3.5530
H 2.2501 2.7055 3.7750
N -0.1829 -1.0302 3.9086
H 0.3975 -1.8283 3.6936
H -1.1475 -1.3152 4.0001
H -0.2371 -0.3925 3.1272
H 0.0603 -0.5694 4.7738
C 0.1811 0.2488 0.8345
O -0.3062 0.8745 1.9241
H -0.3808 -0.5326 0.3229
H 0.5201 0.9148 0.0410
H 1.1306 -0.2318 1.0701
C -5.3081 -1.7960 -1.8438
C -5.3411 -1.5366 -0.3859
C -4.1073 -1.0192 0.3072
O -4.5086 0.2523 0.7634
C -5.8161 0.4849 0.4273
O -6.3976 1.5337 0.5762
O -6.3454 -0.5664 -0.0912
H -5.0484 -0.8830 -2.3796
H -6.2444 -2.2879 -2.1073
H -4.7369 -2.7120 -1.9956
H -5.6632 -2.3303 0.2882
H -3.2515 -0.9059 -0.3583
H -3.7518 -1.7411 1.0424
C 2.4058 2.8587 -1.1400
C 2.2611 4.1936 -0.5011
C 3.3526 4.8006 0.4460
O 3.5628 6.0939 -0.0030
C 2.7989 6.2794 -1.0532
O 2.6185 7.3775 -1.5389
O 2.4506 5.1620 -1.5618
H 3.4551 2.7363 -1.4083
H 1.7651 2.6319 -1.9921
H 2.2302 2.0500 -0.4306
H 1.2969 4.3649 -0.0225
H 4.2370 4.1693 0.3601
H 2.8935 4.8263 1.4342
C -1.0894 -0.8513 -3.0415
C -1.7907 -0.6913 -4.4100
C -1.1611 -1.7099 -5.4121
O -2.2229 -2.3709 -6.0210
C -3.3558 -2.1229 -5.2967
O -4.4235 -2.6046 -5.5884
O -3.1277 -1.1885 -4.3302
H -0.0137 -0.7015 -3.1345
H -1.2638 -1.8171 -2.5673
H -1.5086 -0.0812 -2.3939
H -1.5072 0.2497 -4.8815
H -0.4864 -2.3325 -4.8245
H -0.4459 -1.2275 -6.0784
C 6.3277 -0.4338 2.2782
C 5.8351 0.4902 1.2013
C 4.4067 0.2551 0.8590
O 3.7123 1.1020 1.7077
C 4.5633 2.1196 2.1586
O 4.2271 3.0989 2.8273
O 5.8083 1.7666 1.7976
H 5.6770 -0.4017 3.1520
H 7.3465 -0.1717 2.5635
H 6.2933 -1.4489 1.8825
H 6.4710 0.5829 0.3209
H 4.1146 -0.7628 1.1173
H 4.1398 0.5228 -0.1634
C -0.7997 -4.3296 0.5259
C 0.2733 -5.0801 -0.1834
O -0.1481 -5.2948 -1.5796
S -1.7430 -5.2607 -1.6628
O -2.4361 -6.4562 -1.1912
O -2.1704 -4.6290 -2.9623
O -1.8142 -4.1534 -0.4403
H -0.5211 -3.3334 0.8698
H -1.0622 -4.9249 1.4004
H 0.3047 -5.9960 0.4067
H 1.2651 -4.6290 -0.2138
```

Results
Charge ... +2
Relative energy (zero: lowest compared OMol25 entry of this formula, charge and spin) ... 58.0 kcal/mol
Highest occupied orbital energy ... -14.2 eV
Energy ... -70494.041 eV

Here are the Mulliken charges for atoms 1 to 8, given in e:
1. N -0.19
2. H 0.44
3. H 0.40
4. H 0.09
5. H 0.28
6. N -0.26
7. H 0.16
8. H 0.43

***

Q: Number 5 is which compound?
A: C26H33N4O3Rh

***

Q: The lowest energy belongs to which entry?
A: C67H133BN7O17V